# 1
Below is a structure of composition C3H2O2V in a non-equilibrium geometry, with properties calculated with the ωB97M-V functional and the def2-TZVPD basis.

Each line ends with the Mulliken spin population.
Positions of all 8 atoms, in Å:
H (1.509, 1.301, -0.023)  0.0051
C (0.709, 0.751, -0.496)  0.1977
C (-0.146, 0.398, -1.349)  -0.2513
V (-0.758, 0.640, -3.190)  2.9973
O (0.317, -0.504, 1.421)  -0.0078
H (0.395, -0.081, 2.307)  0.0002
O (-1.348, -1.267, 0.188)  0.0040
C (-0.678, -1.237, 1.143)  0.0548

Results
Energy = -1209.04116 a.u.
Gap between HOMO and LUMO (spin up / spin down) = 7.30 / 8.07 eV
E_HOMO (spin up / spin down) = -18.50 / -19.14 eV
⟨S²⟩ = 3.7718
Spin multiplicity = 4
Net charge = +2
Energy above the lowest of the compared OMol25 structures with the same formula, charge and spin = 0.00 kJ/mol

---

# 2
Below is a cluster of 9 separate species, C46H49F5O8 in total in a non-equilibrium geometry, with properties calculated with the ωB97M-V functional and the def2-TZVPD basis.

Each line ends with the Löwdin charge.
Positions of all 108 atoms, in Å:
F (6.612, -1.716, 0.170)  0.0173
C (5.574, -0.846, 0.517)  -0.2384
C (5.797, 0.498, 0.208)  0.0130
C (4.703, 1.321, 0.498)  -0.0970
C (3.505, 0.922, 1.023)  -0.1167
C (3.302, -0.409, 1.319)  -0.0672
C (4.410, -1.260, 1.122)  -0.0261
H (6.704, 0.871, -0.251)  0.1209
H (4.925, 2.396, 0.356)  0.1093
H (2.717, 1.633, 1.222)  0.1014
H (2.392, -0.751, 1.768)  0.0948
H (4.231, -2.296, 1.299)  0.1064
F (-0.077, -2.861, -2.897)  0.0032
C (-0.346, -1.623, -2.305)  -0.2519
C (-0.005, -1.514, -0.942)  -0.0262
C (-0.224, -0.304, -0.320)  -0.0698
C (-0.699, 0.761, -1.123)  -0.0805
C (-0.930, 0.616, -2.478)  -0.0752
C (-0.727, -0.619, -3.121)  -0.0101
H (0.186, -2.424, -0.333)  0.1247
H (-0.217, -0.203, 0.800)  0.1109
H (-0.888, 1.687, -0.705)  0.0668
H (-1.137, 1.542, -2.958)  0.1036
H (-0.950, -0.683, -4.176)  0.1289
F (-3.729, 2.364, 2.958)  0.0530
C (-3.888, 2.657, 1.642)  -0.2862
C (-4.949, 2.025, 0.994)  -0.0074
C (-5.200, 2.359, -0.346)  -0.0696
C (-4.253, 3.198, -0.993)  -0.1146
C (-3.179, 3.764, -0.318)  -0.0956
C (-3.028, 3.529, 1.051)  -0.0267
H (-5.638, 1.395, 1.622)  0.1254
H (-6.118, 2.047, -0.850)  0.1094
H (-4.456, 3.419, -2.065)  0.1079
H (-2.522, 4.455, -0.892)  0.1125
H (-2.296, 3.990, 1.648)  0.0984
F (-4.085, -3.283, -0.209)  0.0583
C (-4.403, -2.511, -1.257)  -0.2813
C (-5.010, -3.156, -2.340)  -0.0087
C (-5.253, -2.422, -3.522)  -0.0867
C (-4.910, -1.092, -3.543)  -0.0996
C (-4.293, -0.508, -2.422)  -0.1038
C (-4.113, -1.164, -1.254)  -0.0268
H (-5.212, -4.222, -2.233)  0.1151
H (-5.792, -2.942, -4.361)  0.1214
H (-5.095, -0.498, -4.419)  0.0944
H (-3.786, 0.481, -2.546)  0.1081
H (-3.540, -0.701, -0.425)  0.1140
F (2.455, 2.379, -3.492)  0.0114
C (2.599, 0.991, -3.589)  -0.2446
C (2.846, 0.286, -2.405)  -0.0042
C (2.910, -1.095, -2.426)  -0.0551
C (2.688, -1.761, -3.670)  -0.0839
C (2.413, -1.004, -4.780)  -0.1021
C (2.397, 0.367, -4.763)  -0.0477
H (3.068, 0.848, -1.480)  0.1009
H (3.053, -1.703, -1.546)  0.0959
H (2.606, -2.814, -3.646)  0.0843
H (2.087, -1.528, -5.729)  0.1326
H (2.059, 0.913, -5.632)  0.1229
O (2.850, -8.573, -0.875)  0.1085
C (2.314, -7.515, -1.087)  -0.4620
C (1.633, -7.179, -2.422)  -0.0663
C (0.765, -5.996, -2.016)  -0.1460
C (1.355, -5.549, -0.664)  -0.1819
O (2.080, -6.618, -0.086)  0.0329
H (2.345, -7.058, -3.216)  0.1228
H (1.091, -8.074, -2.500)  0.1054
H (0.869, -5.152, -2.731)  0.1025
H (-0.280, -6.359, -1.971)  0.1251
H (2.007, -4.676, -0.792)  0.1163
H (0.513, -5.296, 0.020)  0.1299
O (3.177, 4.375, 2.133)  0.1298
C (2.909, 4.530, 1.001)  -0.4970
C (1.474, 4.766, 0.396)  -0.0579
C (1.728, 4.585, -1.132)  -0.1444
C (3.245, 4.948, -1.276)  -0.0952
O (3.837, 4.542, 0.026)  -0.0184
H (0.717, 4.091, 0.761)  0.0927
H (0.957, 5.716, 0.607)  0.1239
H (1.543, 3.515, -1.291)  0.0908
H (1.085, 5.221, -1.797)  0.1257
H (3.918, 4.482, -2.010)  0.1223
H (3.370, 6.048, -1.334)  0.1238
O (-5.231, -0.602, 2.670)  0.1331
C (-4.146, -0.683, 3.124)  -0.4820
C (-2.887, -0.922, 2.396)  -0.1147
C (-1.950, -1.474, 3.413)  -0.1305
C (-2.468, -0.725, 4.658)  -0.1558
O (-3.892, -0.631, 4.492)  0.0246
H (-3.011, -1.514, 1.468)  0.1167
H (-2.520, 0.009, 1.990)  0.1094
H (-2.133, -2.526, 3.542)  0.1190
H (-0.927, -1.221, 3.192)  0.0995
H (-2.370, -1.261, 5.611)  0.1260
H (-1.945, 0.257, 4.809)  0.1051
O (-0.607, 1.968, 2.950)  0.0683
C (0.133, 2.323, 3.846)  -0.4603
C (0.331, 1.580, 5.264)  -0.0588
C (1.697, 2.156, 5.710)  -0.1507
C (1.869, 3.429, 4.871)  -0.0978
O (0.915, 3.390, 3.718)  0.0115
H (-0.525, 1.799, 5.936)  0.1254
H (0.343, 0.511, 5.028)  0.1037
H (1.660, 2.309, 6.780)  0.1075
H (2.508, 1.465, 5.468)  0.1141
H (1.484, 4.271, 5.424)  0.1208
H (2.883, 3.514, 4.443)  0.1199

Results
Energy = -2883.45875 a.u.
Gap between HOMO and LUMO = 9.42 eV
E_HOMO = -9.13 eV
SMILES = Fc1ccccc1.Fc1ccccc1.Fc1ccccc1.Fc1ccccc1.Fc1ccccc1.O=C1CCCO1.O=C1CCCO1.O=C1CCCO1.O=C1CCCO1

---

# 3
Below is the molecule C23H26N2O4 in a non-equilibrium geometry, with properties calculated with the ωB97M-V functional and the def2-TZVPD basis.

Each line ends with the natural charge from an NBO analysis.
Positions of all 55 atoms, in Å:
C (-2.841, -4.211, -2.677)  -0.6131
C (-3.005, -2.799, -2.546)  -0.0656
O (-1.628, -2.089, -2.267)  -0.5904
C (-1.398, -2.114, -0.736)  0.8027
O (-2.204, -2.574, 0.113)  -0.6472
C (-0.031, -1.634, -0.435)  -0.3297
C (0.638, -0.835, -1.442)  0.0941
N (1.749, -0.153, -1.154)  -0.4548
C (2.159, -0.046, 0.338)  0.0830
C (3.220, 0.620, 0.300)  0.0985
C (3.927, 1.173, -0.999)  -0.5579
C (4.033, 0.560, 1.708)  -0.1706
C (3.442, -0.200, 2.618)  -0.2429
C (2.085, -0.761, 2.597)  -0.1827
C (1.645, -0.896, 1.063)  -0.1051
C (0.379, -1.443, 0.938)  0.3479
N (-0.533, -1.860, 1.933)  -0.5763
C (-0.618, -1.190, 3.232)  -0.1991
C (-1.910, -0.149, 3.043)  -0.4215
C (-1.370, 0.810, 1.784)  0.0506
C (-0.433, 1.839, 2.158)  -0.3034
C (-0.013, 2.601, 0.934)  -0.3063
C (-0.494, 2.478, -0.226)  0.2151
O (-0.058, 3.255, -1.445)  -0.5350
C (1.169, 3.761, -1.077)  -0.2047
C (-1.547, 1.335, -0.476)  0.4314
O (-2.180, 1.329, -1.428)  -0.4526
C (-1.614, 1.561, -2.758)  -0.2993
C (-2.050, 0.789, 0.731)  -0.3769
H (-2.012, -4.604, -3.514)  0.2081
H (-3.809, -4.549, -3.128)  0.2184
H (-2.703, -4.687, -1.787)  0.2162
H (-3.213, -2.362, -3.427)  0.1824
H (-3.699, -2.543, -1.794)  0.2026
H (0.470, -1.096, -2.384)  0.1990
H (4.374, 2.222, -0.668)  0.1873
H (4.698, 0.638, -1.398)  0.2218
H (3.391, 1.239, -1.707)  0.2030
H (4.982, 1.136, 1.797)  0.2250
H (3.971, -0.303, 3.506)  0.2045
H (1.898, -1.549, 3.188)  0.1976
H (-1.255, -2.447, 1.790)  0.4288
H (0.124, -0.540, 3.342)  0.2109
H (-1.105, -2.009, 4.102)  0.2080
H (-2.813, -0.494, 2.596)  0.2088
H (-2.046, 0.521, 3.874)  0.2077
H (0.031, 1.785, 3.071)  0.2067
H (0.999, 3.138, 1.115)  0.2259
H (1.346, 4.437, -2.054)  0.1728
H (1.910, 3.349, -0.796)  0.1435
H (1.017, 4.629, -0.413)  0.1597
H (-1.672, 2.768, -2.863)  0.2346
H (-2.034, 0.905, -3.674)  0.2123
H (-0.633, 1.188, -2.967)  0.2108
H (-2.738, 0.074, 0.371)  0.2157

Results
Energy = -1301.86181 a.u.
Gap between HOMO and LUMO = 6.26 eV
E_HOMO = -7.24 eV
Energy above the lowest of the compared OMol25 structures with the same formula, charge and spin = 1975.31 kJ/mol
SMILES = CCOC(=O)c1cnc2c(C)cccc2c1NCCc1ccc(OC)c(OC)c1

---

# 4
Below is a structure of composition C36H95AsF6N8O6 in a non-equilibrium geometry, with properties calculated with the ωB97M-V functional and the def2-TZVPD basis.

Each line ends with the Löwdin charge.
Positions of all 152 atoms, in Å:
As (0.809, -0.349, 0.146)  0.9606
F (2.104, 0.902, 0.428)  -0.2848
F (0.552, 0.475, -1.447)  -0.2769
F (-0.468, -1.562, -0.162)  -0.2503
F (1.079, -0.984, 1.778)  -0.2597
F (-0.400, 0.732, 0.865)  -0.2708
F (2.054, -1.471, -0.559)  -0.2697
C (-3.985, 1.686, 1.386)  -0.0768
C (-3.325, 0.538, 2.108)  -0.1547
N (-4.298, -0.111, 3.114)  -0.0115
C (-4.466, -0.007, 4.469)  -0.0290
C (-5.622, -0.615, 4.942)  0.0361
N (-6.170, -1.227, 3.845)  -0.1065
C (-5.436, -0.921, 2.701)  0.0664
C (-7.310, -2.083, 3.958)  0.0206
H (-3.242, 2.331, 0.917)  0.0658
H (-4.511, 2.365, 2.057)  0.1026
H (-4.731, 1.381, 0.652)  0.0797
H (-2.530, 1.033, 2.666)  0.1023
H (-2.900, -0.269, 1.511)  0.1048
H (-3.761, 0.618, 4.996)  0.1279
H (-6.004, -0.744, 5.944)  0.1584
H (-5.758, -1.336, 1.757)  0.1414
H (-7.905, -2.155, 3.047)  0.1145
H (-7.869, -1.907, 4.877)  0.1281
H (-6.911, -3.097, 3.929)  0.1158
C (5.534, -3.871, 1.773)  -0.0106
N (5.367, -3.012, 0.525)  -0.2691
C (4.274, -3.709, -0.353)  0.0214
C (4.884, -1.609, 0.993)  0.0134
C (6.832, -3.083, -0.237)  -0.0001
C (7.014, -2.082, -1.352)  -0.2560
O (7.164, -0.799, -0.858)  -0.0470
H (5.819, -3.184, 2.570)  0.0986
H (6.200, -4.726, 1.653)  0.1240
H (4.599, -4.252, 2.185)  0.1027
H (3.972, -3.101, -1.205)  0.0737
H (3.382, -3.752, 0.273)  0.0908
H (4.643, -4.684, -0.668)  0.1155
H (4.692, -0.911, 0.179)  0.0881
H (5.667, -1.153, 1.599)  0.1070
H (4.131, -1.885, 1.731)  0.0771
H (6.988, -4.009, -0.790)  0.1410
H (7.464, -3.083, 0.651)  0.1414
H (6.317, -2.021, -2.188)  0.1081
H (7.960, -2.289, -1.852)  0.1454
H (7.172, -0.150, -1.565)  0.1030
C (-0.530, -0.322, 4.850)  0.0259
N (1.030, -0.031, 5.106)  -0.2801
C (1.406, 1.100, 4.204)  -0.0168
C (1.113, 0.392, 6.612)  0.0605
C (1.833, -1.363, 4.859)  -0.0616
C (3.386, -1.330, 4.686)  -0.1824
O (4.007, -0.910, 5.945)  -0.0575
H (-0.955, -1.225, 5.291)  0.1132
H (-0.663, -0.326, 3.769)  0.0670
H (-1.130, 0.526, 5.180)  0.0880
H (0.708, 1.919, 4.375)  0.1004
H (1.329, 0.719, 3.186)  0.0654
H (2.426, 1.351, 4.496)  0.1172
H (0.576, 1.302, 6.879)  0.1157
H (2.178, 0.527, 6.800)  0.1013
H (0.750, -0.526, 7.075)  0.1136
H (1.419, -1.851, 3.977)  0.1061
H (1.579, -2.123, 5.597)  0.1432
H (3.725, -0.581, 3.970)  0.1031
H (3.783, -2.314, 4.440)  0.1228
H (4.903, -1.254, 5.946)  0.1005
C (-5.356, -3.414, -2.717)  0.0298
N (-4.424, -4.237, -1.811)  -0.3503
C (-5.214, -5.469, -1.346)  0.0374
C (-3.279, -4.778, -2.597)  0.0165
C (-3.901, -3.354, -0.605)  -0.0719
C (-2.759, -3.952, 0.262)  -0.2263
O (-1.579, -3.735, -0.425)  -0.0504
H (-5.822, -3.937, -3.553)  0.1264
H (-4.691, -2.645, -3.111)  0.0914
H (-6.048, -2.910, -2.043)  0.1058
H (-5.560, -5.942, -2.265)  0.1213
H (-6.032, -5.083, -0.737)  0.1109
H (-4.636, -6.170, -0.745)  0.1125
H (-2.635, -3.917, -2.776)  0.1073
H (-3.766, -5.161, -3.494)  0.1224
H (-2.841, -5.535, -1.946)  0.1158
H (-4.790, -3.192, 0.004)  0.1073
H (-3.686, -2.355, -0.986)  0.1140
H (-2.959, -4.994, 0.509)  0.1320
H (-2.881, -3.437, 1.215)  0.1203
H (-1.181, -2.911, -0.139)  0.0158
C (1.333, 5.172, 3.123)  0.0235
N (1.368, 4.862, 1.616)  -0.3009
C (2.833, 4.446, 1.427)  0.0215
C (0.566, 3.589, 1.337)  -0.0199
C (0.878, 6.093, 0.785)  -0.0252
C (0.562, 5.758, -0.708)  -0.1946
O (1.526, 4.907, -1.324)  -0.0705
H (0.302, 5.376, 3.412)  0.1069
H (1.751, 6.179, 3.091)  0.1201
H (1.653, 4.391, 3.813)  0.1069
H (3.026, 3.528, 1.981)  0.0957
H (3.461, 5.267, 1.772)  0.1245
H (2.978, 4.055, 0.420)  0.0956
H (0.682, 3.259, 0.304)  0.0798
H (-0.476, 3.878, 1.474)  0.1026
H (0.744, 2.842, 2.110)  0.0693
H (1.578, 6.925, 0.857)  0.1486
H (-0.046, 6.407, 1.270)  0.1404
H (0.430, 6.676, -1.280)  0.1468
H (-0.361, 5.179, -0.690)  0.0872
H (1.495, 5.082, -2.267)  0.0975
C (1.915, -1.015, -4.264)  0.0268
N (3.157, -0.090, -4.429)  -0.3068
C (3.283, 0.758, -3.139)  0.0280
C (4.382, -0.968, -4.578)  0.0069
C (2.926, 0.755, -5.741)  -0.0323
C (2.423, 2.193, -5.539)  -0.2016
O (1.177, 2.295, -4.880)  -0.0883
H (2.012, -1.793, -5.021)  0.1140
H (1.008, -0.430, -4.419)  0.0883
H (1.835, -1.395, -3.246)  0.0816
H (2.324, 1.252, -2.984)  0.0780
H (4.125, 1.425, -3.326)  0.1123
H (3.549, 0.071, -2.336)  0.0858
H (4.502, -1.647, -3.735)  0.0876
H (5.198, -0.250, -4.491)  0.1088
H (4.498, -1.492, -5.527)  0.1276
H (2.467, 0.036, -6.420)  0.1442
H (3.931, 0.765, -6.163)  0.1358
H (2.197, 2.592, -6.527)  0.1456
H (3.173, 2.873, -5.135)  0.1328
H (0.835, 3.165, -5.097)  0.0983
C (-2.636, 0.745, -2.139)  0.0250
N (-2.509, 2.077, -2.925)  -0.2912
C (-1.314, 2.913, -2.392)  0.0072
C (-2.243, 1.800, -4.444)  0.0487
C (-3.813, 2.929, -2.811)  -0.0623
C (-5.095, 2.385, -3.465)  -0.2021
O (-5.112, 2.627, -4.891)  -0.0401
H (-2.701, 0.862, -1.058)  0.0776
H (-1.725, 0.227, -2.440)  0.0843
H (-3.482, 0.209, -2.572)  0.0890
H (-0.360, 2.431, -2.604)  0.0780
H (-1.439, 3.022, -1.315)  0.0836
H (-1.381, 3.930, -2.778)  0.1059
H (-2.185, 2.783, -4.911)  0.1205
H (-3.072, 1.226, -4.858)  0.1045
H (-1.341, 1.197, -4.557)  0.0863
H (-3.572, 3.945, -3.121)  0.1463
H (-3.962, 2.824, -1.736)  0.1163
H (-5.943, 2.879, -2.990)  0.1382
H (-5.268, 1.331, -3.251)  0.1099
H (-5.953, 2.277, -5.195)  0.1093

Results
Energy = -5150.69963 a.u.
Gap between HOMO and LUMO = 9.14 eV
E_HOMO = -21.58 eV
Net charge = +6
Energy above the lowest of the compared OMol25 structures with the same formula, charge and spin = 72.47 kJ/mol

---

The lowest energy belongs to which entry? C36H95AsF6N8O6